Record 1
ORCA calculation (ωB97M-V/def2-TZVPD) on C39H79InNO6S2 as an isolated structure.

Each line ends with the Mulliken charge.
Atoms and positions in Å:
C (-0.558, -0.312, -0.876)  0.035
C (-1.248, 0.410, -2.215)  -0.404
C (-2.582, -0.377, -2.755)  -0.511
C (-2.372, -1.231, -4.139)  -0.342
C (-1.035, -2.179, -4.174)  -0.275
C (-0.925, -3.260, -2.935)  0.634
C (0.563, -3.942, -3.028)  -0.574
C (1.581, -3.538, -1.795)  0.009
C (2.546, -2.315, -2.388)  -0.354
C (3.445, -1.609, -1.202)  0.132
C (3.100, -0.002, -1.076)  -0.797
In (3.130, 0.627, 1.108)  0.847
C (3.239, -1.117, 2.549)  -1.125
C (2.048, -2.243, 2.365)  -0.051
C (2.809, -3.721, 2.552)  -0.481
S (1.604, -5.155, 2.553)  -0.340
N (1.447, 1.831, 1.701)  -0.470
C (0.580, 1.103, 2.510)  0.177
S (-0.672, 0.006, 2.988)  -0.295
H (-1.345, -1.026, -0.385)  0.367
H (-0.230, 0.493, -0.090)  -0.051
H (0.392, -0.961, -1.155)  -0.450
H (-1.626, 1.471, -1.821)  0.366
H (-0.440, 0.637, -3.034)  0.162
H (-3.388, 0.468, -2.999)  0.352
H (-3.040, -1.023, -1.878)  0.153
H (-3.317, -1.952, -4.235)  0.062
H (-2.404, -0.539, -5.098)  0.043
H (-0.039, -1.538, -4.325)  0.029
H (-1.121, -2.836, -5.167)  0.230
H (-1.212, -2.830, -1.884)  0.064
H (-1.736, -4.103, -3.172)  -0.410
H (0.432, -5.116, -2.987)  0.149
H (1.000, -3.654, -4.095)  0.298
H (2.319, -4.441, -1.594)  0.359
H (1.010, -3.191, -0.813)  -0.135
H (3.269, -2.702, -3.225)  0.416
H (1.798, -1.552, -2.895)  -0.189
H (3.173, -2.129, -0.190)  -0.494
H (4.600, -1.793, -1.379)  0.313
H (2.114, 0.324, -1.621)  0.113
H (3.985, 0.568, -1.621)  0.310
H (4.616, 1.652, 1.407)  -0.379
H (3.231, -0.669, 3.645)  0.256
H (4.307, -1.613, 2.405)  0.291
H (1.559, -2.218, 1.276)  -0.093
H (1.222, -2.215, 3.198)  0.369
H (3.594, -3.862, 1.689)  0.283
H (3.352, -3.668, 3.610)  0.318
H (0.287, -4.732, 2.821)  0.122
C (0.365, 4.300, 4.314)  -0.550
C (0.037, 5.695, 4.779)  0.075
C (0.981, 5.869, 5.950)  -0.658
O (2.145, 5.080, 5.667)  -0.262
C (1.859, 4.231, 4.547)  -0.545
H (0.086, 4.106, 3.276)  0.344
H (-0.146, 3.567, 4.950)  0.188
H (0.284, 6.416, 3.991)  -0.195
H (-1.012, 5.833, 5.053)  0.392
H (0.537, 5.490, 6.877)  0.227
H (1.271, 6.912, 6.103)  0.313
H (2.412, 4.619, 3.684)  0.253
H (2.205, 3.216, 4.756)  0.358
C (-1.845, -8.366, -0.940)  -0.564
C (-0.871, -7.834, 0.079)  -0.594
C (0.195, -7.212, -0.797)  -0.143
O (-0.459, -6.761, -1.991)  -0.326
C (-1.784, -7.308, -2.020)  -0.108
H (-2.854, -8.517, -0.548)  0.279
H (-1.484, -9.323, -1.335)  0.283
H (-1.355, -7.060, 0.685)  0.237
H (-0.477, -8.599, 0.752)  0.375
H (0.951, -7.949, -1.088)  0.292
H (0.697, -6.370, -0.311)  -0.055
H (-2.487, -6.492, -1.815)  -0.117
H (-1.996, -7.710, -3.014)  0.393
C (-2.511, 9.642, 1.950)  -0.527
C (-1.780, 8.692, 1.037)  -0.585
C (-0.566, 8.329, 1.864)  -0.319
O (-0.965, 8.398, 3.240)  -0.318
C (-2.246, 9.039, 3.312)  -0.475
H (-3.577, 9.734, 1.726)  0.322
H (-2.059, 10.639, 1.889)  0.250
H (-2.393, 7.801, 0.861)  0.280
H (-1.521, 9.126, 0.068)  0.331
H (0.246, 9.048, 1.716)  0.247
H (-0.190, 7.327, 1.640)  0.274
H (-2.989, 8.273, 3.559)  0.284
H (-2.239, 9.788, 4.109)  0.268
C (-7.110, -5.790, -2.412)  -0.590
C (-6.085, -4.971, -3.153)  -0.610
C (-4.862, -5.125, -2.275)  0.016
O (-4.957, -6.413, -1.651)  -0.347
C (-6.276, -6.931, -1.874)  -0.502
H (-7.940, -6.126, -3.038)  0.344
H (-7.523, -5.204, -1.581)  0.251
H (-5.896, -5.416, -4.137)  0.306
H (-6.376, -3.928, -3.299)  0.362
H (-4.845, -4.370, -1.482)  0.232
H (-3.928, -5.058, -2.841)  -0.017
H (-6.196, -7.743, -2.605)  0.288
H (-6.674, -7.339, -0.941)  0.272
C (0.006, 0.355, -8.618)  -0.587
C (-0.482, -0.964, -9.160)  -0.599
C (-0.450, -1.844, -7.929)  -0.515
O (-0.697, -0.992, -6.802)  -0.151
C (-0.603, 0.373, -7.233)  -0.559
H (-0.288, 1.215, -9.225)  0.331
H (1.100, 0.344, -8.545)  0.292
H (-1.513, -0.859, -9.517)  0.272
H (0.126, -1.355, -9.980)  0.330
H (0.536, -2.301, -7.793)  0.312
H (-1.201, -2.638, -7.962)  0.291
H (-1.617, 0.788, -7.252)  0.349
H (-0.005, 0.945, -6.519)  0.260
C (4.611, 5.540, 7.327)  -0.153
C (4.283, 6.935, 7.792)  -0.462
C (5.227, 7.109, 8.963)  -0.446
O (6.391, 6.320, 8.680)  -0.396
C (6.105, 5.471, 7.560)  -0.506
H (4.332, 5.345, 6.289)  0.139
H (4.100, 4.807, 7.963)  0.214
H (4.530, 7.656, 7.004)  0.229
H (3.234, 7.072, 8.066)  0.282
H (4.783, 6.730, 9.890)  0.267
H (5.517, 8.152, 9.116)  0.279
H (6.658, 5.859, 6.697)  0.272
H (6.451, 4.455, 7.769)  0.288

Net charge   -1
Spin multiplicity   1
LUMO energy   2.2 eV
Highest occupied orbital energy   -5.06 eV

---

Record 2
ORCA calculation (ωB97M-V/def2-TZVPD) on C2H6N3 as an isolated structure.

Each line ends with the natural charge from an NBO analysis.
Atoms and positions in Å:
C (-0.194, -1.506, 0.795)  0.536
C (-0.364, -0.903, -0.389)  -0.125
N (0.046, -1.327, 1.925)  -0.472
N (0.468, 1.581, -0.286)  -0.972
N (-0.912, -1.321, -1.425)  -0.436
H (0.122, 0.344, -0.151)  0.350
H (1.244, 1.657, 0.406)  0.419
H (0.931, 1.590, -1.256)  0.430
H (-0.158, 2.373, -0.113)  0.434
H (-0.924, -0.856, -2.306)  0.381
H (-0.259, -1.632, 2.801)  0.455

Net charge   +1
Energy above the lowest of the compared OMol25 structures with the same formula, charge and spin   379.8 kJ/mol
Spin multiplicity   1
LUMO energy   -5.2 eV
Highest occupied orbital energy   -13.41 eV

---

Record 3
ORCA calculation (ωB97M-V/def2-TZVPD) on a 8-piece molecular cluster, C39H70N2O17S8 overall.

Each line ends with the Mulliken charge.
Atoms and positions in Å:
C (4.070, -1.574, -1.714)  -0.215
N (3.579, -2.671, -2.635)  0.078
C (3.729, -4.050, -2.027)  -0.798
C (2.121, -2.480, -3.031)  -0.100
O (1.735, -1.768, -4.124)  -0.559
C (0.917, -3.176, -2.129)  -0.640
C (-0.457, -2.221, -2.147)  0.654
O (-0.181, -0.799, -1.908)  -0.151
C (0.040, -0.487, -0.491)  0.586
O (0.743, -1.193, 0.394)  -0.538
S (-0.721, 1.149, 0.132)  0.089
C (-1.683, -2.849, -1.237)  0.191
C (-1.647, -4.468, -0.821)  -0.268
C (-2.940, -5.043, 0.053)  -0.443
C (-4.120, -3.961, 0.400)  -0.266
N (-4.167, -2.499, 0.064)  -0.189
C (-2.990, -2.003, -0.728)  -0.371
H (4.506, -0.713, -2.413)  0.220
H (4.989, -1.956, -1.058)  0.058
H (3.260, -1.142, -0.984)  0.128
H (3.256, -4.157, -0.949)  0.283
H (3.151, -4.843, -2.703)  0.303
H (4.860, -4.377, -1.965)  0.281
H (0.695, -4.220, -2.654)  0.510
H (1.219, -3.375, -1.012)  0.391
H (-0.838, -2.293, -3.277)  0.056
H (-1.822, 0.877, 0.962)  -0.252
H (-0.769, -5.196, -1.117)  0.184
H (-3.014, -6.185, 0.363)  0.266
H (-5.059, -4.397, 0.997)  0.258
H (-3.005, -0.847, -1.026)  0.257
O (-3.836, 1.985, 1.855)  -0.635
S (-3.429, 1.214, 3.012)  1.251
O (-3.019, -0.172, 2.915)  -0.693
C (-2.170, 2.126, 3.883)  -0.693
C (-2.946, 3.009, 4.849)  -0.716
C (-4.045, 2.120, 5.431)  -0.271
C (-4.690, 1.367, 4.269)  -0.494
H (-1.562, 2.693, 3.176)  0.398
H (-1.548, 1.405, 4.422)  0.356
H (-2.298, 3.417, 5.630)  0.419
H (-3.398, 3.850, 4.309)  0.279
H (-3.601, 1.404, 6.133)  0.349
H (-4.787, 2.704, 5.984)  -0.026
H (-5.024, 0.372, 4.570)  0.396
H (-5.526, 1.929, 3.843)  0.188
O (-2.729, -4.152, -7.046)  -0.653
S (-2.235, -3.254, -8.069)  1.146
O (-2.435, -3.503, -9.483)  -0.680
C (-2.797, -1.605, -7.692)  -0.801
C (-1.714, -1.037, -6.788)  -0.157
C (-0.386, -1.464, -7.412)  -0.582
C (-0.502, -2.946, -7.766)  -0.596
H (-3.778, -1.645, -7.215)  0.451
H (-2.857, -1.049, -8.632)  0.353
H (-1.791, 0.051, -6.703)  0.346
H (-1.803, -1.463, -5.781)  -0.046
H (-0.208, -0.880, -8.324)  0.331
H (0.456, -1.283, -6.737)  0.238
H (0.073, -3.191, -8.662)  0.361
H (-0.185, -3.581, -6.934)  0.309
O (0.376, 6.112, -0.089)  -0.671
S (1.457, 5.156, -0.207)  1.179
O (2.156, 4.629, 0.948)  -0.672
C (0.898, 3.793, -1.210)  -0.332
C (1.228, 4.215, -2.634)  -0.814
C (2.624, 4.832, -2.570)  -0.533
C (2.649, 5.787, -1.378)  -0.653
H (-0.167, 3.622, -1.048)  0.353
H (1.471, 2.907, -0.919)  0.162
H (1.190, 3.366, -3.323)  0.346
H (0.507, 4.965, -2.980)  0.350
H (3.367, 4.039, -2.424)  0.200
H (2.878, 5.353, -3.499)  0.346
H (3.636, 5.820, -0.910)  0.340
H (2.339, 6.796, -1.666)  0.336
O (-7.325, -1.538, -1.086)  -0.660
S (-6.848, -0.262, -1.576)  1.202
O (-5.800, -0.155, -2.570)  -0.680
C (-8.251, 0.696, -2.116)  -0.761
C (-8.703, 1.438, -0.867)  -0.601
C (-7.424, 1.932, -0.193)  -0.640
C (-6.436, 0.766, -0.174)  -0.238
H (-9.018, 0.036, -2.525)  0.406
H (-7.904, 1.393, -2.884)  0.324
H (-9.378, 2.263, -1.112)  0.363
H (-9.234, 0.753, -0.195)  0.280
H (-7.003, 2.762, -0.773)  0.326
H (-7.617, 2.303, 0.818)  0.213
H (-5.404, 1.112, -0.268)  0.147
H (-6.546, 0.164, 0.732)  0.300
O (6.619, -1.591, 0.202)  -0.709
S (7.113, -0.693, -0.821)  1.280
O (6.913, -0.942, -2.234)  -0.729
C (6.551, 0.956, -0.444)  -0.716
C (7.635, 1.524, 0.461)  -0.645
C (8.962, 1.097, -0.164)  -0.769
C (8.847, -0.385, -0.518)  0.079
H (5.570, 0.916, 0.033)  0.393
H (6.491, 1.512, -1.384)  0.386
H (7.557, 2.612, 0.546)  0.368
H (7.546, 1.098, 1.467)  0.322
H (9.141, 1.681, -1.075)  0.332
H (9.804, 1.278, 0.511)  0.365
H (9.421, -0.630, -1.414)  0.431
H (9.163, -1.020, 0.314)  -0.289
O (-6.974, 3.630, 4.539)  -0.588
S (-7.259, 3.889, 5.935)  1.155
O (-6.232, 4.292, 6.875)  -0.732
C (-8.609, 5.049, 6.029)  -0.779
C (-9.855, 4.176, 6.022)  -0.562
C (-9.546, 3.007, 6.956)  -0.660
C (-8.152, 2.493, 6.601)  -0.623
H (-8.566, 5.742, 5.187)  0.394
H (-8.516, 5.596, 6.972)  0.345
H (-10.738, 4.734, 6.349)  0.352
H (-10.046, 3.801, 5.010)  0.281
H (-9.557, 3.357, 7.995)  0.300
H (-10.294, 2.212, 6.870)  0.319
H (-7.627, 2.113, 7.481)  0.371
H (-8.195, 1.719, 5.830)  0.408
O (11.968, -2.012, 2.283)  -0.715
S (10.766, -2.811, 2.164)  1.127
O (9.484, -2.234, 1.812)  -0.707
C (11.102, -4.177, 1.070)  -0.686
C (11.636, -5.268, 1.985)  -0.607
C (10.741, -5.246, 3.224)  -0.616
C (10.584, -3.787, 3.649)  -0.631
H (11.814, -3.874, 0.302)  0.435
H (10.155, -4.477, 0.610)  0.343
H (11.625, -6.246, 1.494)  0.333
H (12.670, -5.045, 2.273)  0.298
H (9.759, -5.664, 2.971)  0.303
H (11.157, -5.851, 4.035)  0.314
H (9.601, -3.600, 4.089)  0.340
H (11.368, -3.488, 4.350)  0.346

SMILES string   CN(C)C(=O)C[C@H](OC(=O)S)c1cccnc1.O=S1(=O)CCCC1.O=S1(=O)CCCC1.O=S1(=O)CCCC1.O=S1(=O)CCCC1.O=S1(=O)CCCC1.O=S1(=O)CCCC1.O=S1(=O)CCCC1
Net charge   0
Spin multiplicity   1
LUMO energy   0.1 eV
Highest occupied orbital energy   -8.40 eV

---

Record 4
ORCA calculation (ωB97M-V/def2-TZVPD) on C31H21Cl5N5O3Rh as an isolated structure.

Each line ends with the natural charge from an NBO analysis.
Atoms and positions in Å:
Rh (0.194, 0.037, -0.037)  1.011
C (-0.456, 4.487, 1.266)  -0.234
O (-1.128, 4.121, 2.452)  -0.525
C (-1.057, 2.881, 3.006)  0.294
C (-1.534, 2.860, 4.299)  -0.239
C (-1.595, 1.699, 5.063)  -0.259
C (-1.174, 0.523, 4.507)  -0.179
C (-0.694, 0.480, 3.184)  -0.229
C (-0.431, -0.841, 2.694)  0.147
N (-0.148, -1.153, 1.480)  -0.240
N (-0.170, -2.495, 1.132)  -0.434
C (0.145, -2.683, -0.129)  0.553
O (0.449, -1.743, -0.965)  -0.676
C (0.201, -4.070, -0.643)  -0.040
C (-0.452, -5.103, 0.024)  -0.194
C (-0.382, -6.396, -0.465)  -0.216
C (0.342, -6.667, -1.619)  -0.206
C (0.994, -5.639, -2.284)  -0.205
C (0.921, -4.343, -1.802)  -0.203
C (-0.605, 1.663, 2.371)  0.328
O (-0.191, 1.681, 1.137)  -0.714
H (-0.644, 5.555, 1.158)  0.182
H (-0.838, 3.948, 0.401)  0.180
H (0.614, 4.311, 1.350)  0.184
H (-1.865, 3.803, 4.711)  0.221
H (-1.977, 1.736, 6.072)  0.214
H (-1.221, -0.401, 5.066)  0.206
H (-0.583, -1.679, 3.370)  0.210
H (-1.002, -4.880, 0.926)  0.232
H (-0.891, -7.196, 0.054)  0.213
H (0.396, -7.678, -1.999)  0.212
H (1.563, -5.849, -3.179)  0.211
H (1.420, -3.533, -2.313)  0.227
N (-1.714, 1.657, -2.362)  -0.576
C (-2.387, 1.322, -1.198)  0.418
C (-3.480, 2.134, -0.863)  -0.283
C (-4.252, 1.809, 0.226)  -0.125
C (-3.940, 0.661, 0.952)  -0.272
C (-2.836, -0.061, 0.569)  0.083
N (-2.042, 0.258, -0.469)  -0.501
C (-0.552, 1.196, -2.948)  0.416
C (-0.380, 1.460, -4.316)  -0.279
C (0.777, 1.047, -4.929)  -0.132
C (1.726, 0.353, -4.182)  -0.272
C (1.471, 0.131, -2.851)  0.089
N (0.363, 0.561, -2.231)  -0.476
H (-2.211, 2.327, -2.928)  0.403
H (-3.696, 3.010, -1.458)  0.217
H (-5.085, 2.437, 0.509)  0.227
H (-4.515, 0.352, 1.810)  0.233
H (-2.550, -0.954, 1.107)  0.218
H (-1.153, 1.978, -4.866)  0.218
H (0.936, 1.247, -5.979)  0.225
H (2.644, -0.002, -4.622)  0.231
H (2.172, -0.403, -2.227)  0.231
Cl (2.772, -1.907, 1.471)  0.030
C (3.163, -0.374, 0.781)  0.004
C (2.167, 0.433, 0.218)  -0.165
C (2.634, 1.675, -0.277)  -0.078
Cl (1.570, 2.873, -0.974)  0.018
C (3.980, 2.047, -0.261)  -0.097
Cl (4.496, 3.555, -0.913)  0.051
C (4.930, 1.193, 0.286)  -0.079
Cl (6.591, 1.635, 0.304)  0.056
C (4.513, -0.017, 0.818)  -0.119
Cl (5.688, -1.067, 1.514)  0.054

Net charge   0
Energy above the lowest of the compared OMol25 structures with the same formula, charge and spin   0.0 kJ/mol
Spin multiplicity   1
LUMO energy   -0.1 eV
Highest occupied orbital energy   -7.30 eV

---

Question: Look up the net charge of the third one.
Answer: 0